1.
The following is a quantum chemistry calculation of C5H10NO2P in the gas phase, from OMol25.

Cartesian coordinates (Å):
C: 0.50398 2.44101 -0.67095
C: 1.07492 -2.51912 -0.41892
C: -1.04907 0.94610 1.81947
C: -0.41324 1.58043 -1.40316
C: 0.93261 -1.01982 -0.02573
N: 1.14007 3.12673 -0.00682
O: -1.56793 -1.32356 -1.28670
O: -1.55452 0.14686 0.73107
P: -0.76984 -0.40624 -0.47265
H: 1.66807 -3.03024 0.36571
H: 0.00217 -2.87644 -0.26807
H: 1.52624 -2.74079 -1.34479
H: 0.04322 1.10131 1.95074
H: -1.36837 0.48055 2.75865
H: -1.57504 1.89961 1.83507
H: -0.10045 1.44948 -2.41887
H: -1.36188 2.14248 -1.35802
H: 1.52702 -0.55649 -0.71296
H: 1.34203 -0.84185 0.92693

Values from the calculation:
Gap between HOMO and LUMO, eV: 10.69
DFT total energy, Eh: -743.08996
HOMO, eV: -10.045
Relative energy (zero: lowest compared OMol25 entry of this formula, charge and spin), kcal per mole: 17.9
LUMO energy, hartree: 0.024


2.
The following is a quantum chemistry calculation of C6H10O in the gas phase, from OMol25.

Cartesian coordinates (Å):
C: 2.26679 0.15351 0.17963
C: 0.73313 0.11240 0.26553
C: -0.28800 1.25241 0.53341
C: -1.68375 0.63871 0.37632
C: -1.88894 -0.51397 -0.26255
C: -0.74676 -1.21485 -0.94866
O: 0.39254 -0.40767 -1.01388
H: 2.80179 0.24150 1.13158
H: 2.65362 0.87126 -0.54924
H: 2.49968 -0.84351 -0.22045
H: 0.51990 -0.62694 1.05411
H: -0.17383 2.06566 -0.19520
H: -0.22019 1.69882 1.53919
H: -2.53459 1.16125 0.81823
H: -2.86805 -0.99606 -0.30755
H: -0.47710 -2.14124 -0.40999
H: -0.98623 -1.45128 -1.99047

Values from the calculation:
Gap between HOMO and LUMO, eV: 10.49
DFT total energy, Eh: -309.81572
HOMO, eV: -9.366
Relative energy (zero: lowest compared OMol25 entry of this formula, charge and spin), kcal per mole: 16.7
LUMO energy, hartree: 0.041


3.
The following is a quantum chemistry calculation of a molecular structure, C45H72F6NO30V2, from OMol25.

Cartesian coordinates (Å):
O: 1.85380 -2.73127 -2.11885
V: 1.76776 -1.22935 -2.63328
O: 3.20532 -0.83987 -3.07373
O: 1.42771 3.39842 -1.45787
V: -0.04231 2.77193 -1.53253
O: -0.81316 2.99657 -0.20435
C: 0.06251 -1.69828 -5.34659
O: 0.01881 -0.94763 -6.57245
O: 0.58454 -0.83872 -4.43996
C: -1.44795 -2.08104 -5.07585
F: -2.15660 -2.19548 -6.22646
F: -1.55260 -3.23009 -4.38645
F: -2.06301 -1.13285 -4.32885
C: 0.28168 -1.70369 -7.72421
C: 0.64186 -0.77366 -8.88125
H: -0.10809 -0.40827 -9.57835
H: 1.26776 0.00845 -8.44728
H: 1.33023 -1.31714 -9.54083
H: -0.50704 -2.36590 -8.11099
H: 1.07955 -2.43696 -7.55461
H: 0.69374 -2.58084 -5.48635
C: -1.42922 3.49208 -3.97630
O: -1.34354 4.19692 -2.73278
O: -0.64841 2.41172 -3.74505
C: -2.89582 3.19644 -4.34397
F: -3.32678 2.04972 -3.84574
F: -3.82510 4.14077 -4.03209
F: -2.93633 3.15460 -5.71029
C: -1.59389 5.60103 -2.66919
C: -0.96744 6.08381 -1.34972
H: -1.55504 5.76987 -0.48119
H: 0.10639 5.93035 -1.25561
H: -1.11037 7.16283 -1.19670
H: -2.64003 5.87408 -2.56640
H: -0.93440 6.09866 -3.38140
H: -0.92338 4.07834 -4.75170
C: -0.98354 -1.99319 -1.06319
C: -1.05630 -0.56706 -0.56769
C: -1.84910 -0.44270 0.75745
C: -0.98413 -0.81222 1.97328
C: 0.26976 0.11039 1.96952
C: 1.13619 -0.05831 0.76008
N: 0.22054 0.12640 -0.37619
O: 0.91560 0.54835 -1.54574
C: 1.75613 -1.45253 0.83429
C: 2.20959 1.03014 0.85398
C: -1.90259 0.19287 -1.60544
H: -1.96176 -2.48833 -0.99833
H: -0.36797 -2.69956 -0.50151
H: -0.67543 -2.09223 -2.10715
H: -2.73873 -1.07735 0.87742
H: -2.34577 0.53233 0.76165
H: -0.81009 -1.87382 1.78735
H: -1.64017 -0.75641 2.84466
H: 0.69454 -0.19511 2.93231
H: -0.07425 1.13664 2.12431
H: 1.06963 -2.28355 0.98473
H: 2.40938 -1.58762 1.70721
H: 2.45392 -1.66045 0.01755
H: 2.99226 0.96168 0.09664
H: 2.68166 1.14028 1.83056
H: 1.75815 2.00343 0.64325
H: -2.92121 -0.12996 -1.81184
H: -1.34416 0.25023 -2.54518
H: -1.97901 1.25002 -1.32654
C: 0.76960 7.81734 1.77494
C: 1.19364 6.63189 2.66778
C: 0.91871 5.16722 2.21622
O: 2.22424 4.71698 1.74416
C: 3.16248 5.61371 2.09164
O: 4.30980 5.67153 1.78933
O: 2.61436 6.64931 2.77835
H: 0.74722 7.47380 0.73973
H: 1.45746 8.63013 1.99357
H: -0.24062 8.17139 1.98854
H: 0.93097 6.91114 3.69126
H: 0.27651 5.10299 1.34367
H: 0.49010 4.82229 3.15685
C: 2.30619 2.03163 4.68648
C: 3.20121 0.76466 4.81014
C: 4.02814 0.68539 6.14109
O: 3.36873 -0.40003 6.80971
C: 2.44907 -0.96662 6.06611
O: 1.84036 -1.97257 6.36622
O: 2.31027 -0.33215 4.91834
H: 1.35323 2.01931 4.16481
H: 2.97442 2.79347 4.27391
H: 2.06289 2.40079 5.69023
H: 3.90693 0.74875 3.98171
H: 3.99252 1.63887 6.66103
H: 5.01345 0.28268 5.91833
C: 5.70146 -0.36799 0.06025
C: 6.66637 -0.52488 1.24678
C: 7.88038 0.37249 1.22485
O: 7.90467 0.94631 2.54661
C: 6.65245 0.84649 3.04774
O: 6.26004 1.49245 3.97446
O: 5.91476 -0.01814 2.36896
H: 5.56300 0.69946 -0.11832
H: 4.75635 -0.81787 0.34774
H: 6.12241 -0.79469 -0.84915
H: 6.89413 -1.56911 1.46107
H: 7.76425 1.13687 0.45635
H: 8.69884 -0.27150 0.90237
C: -2.45075 2.19902 3.87036
C: -3.94360 2.13349 3.63471
C: -4.65169 3.40096 4.16151
O: -5.55084 3.67077 3.08883
C: -5.07012 3.17607 1.93871
O: -5.60355 3.29063 0.88115
O: -4.13969 2.22822 2.22286
H: -1.84795 1.42256 3.40064
H: -2.15201 2.03328 4.91529
H: -1.98303 3.16913 3.70042
H: -4.46926 1.22616 3.93102
H: -4.00618 4.25753 4.35095
H: -5.13595 3.14197 5.10186
C: -5.34580 -0.96457 -3.08684
C: -5.06439 -2.01403 -2.01588
C: -5.38017 -1.55533 -0.58016
O: -5.83053 -2.78479 0.01647
C: -6.48424 -3.44237 -0.92439
O: -7.32853 -4.27249 -0.76140
O: -6.10988 -2.99846 -2.14392
H: -5.24403 -1.29740 -4.11989
H: -4.56506 -0.20334 -3.00112
H: -6.33460 -0.51824 -3.00022
H: -4.04198 -2.39284 -2.06680
H: -6.09820 -0.74034 -0.48340
H: -4.49449 -1.24592 -0.02533
C: -4.10715 -7.31349 -1.42438
C: -3.54922 -5.91846 -1.67653
C: -3.09319 -5.15959 -0.44379
O: -1.69116 -5.20357 -0.45810
C: -1.27963 -5.34418 -1.71640
O: -0.21514 -5.08369 -2.15416
O: -2.32200 -5.88076 -2.44323
H: -4.02142 -7.83879 -2.37918
H: -5.14544 -7.37193 -1.11617
H: -3.36889 -7.78826 -0.77269
H: -4.27750 -5.37934 -2.28646
H: -3.45595 -5.70524 0.43050
H: -3.36066 -4.10740 -0.32049
C: 3.03687 -6.44809 2.59031
C: 2.64004 -5.10403 1.99992
C: 3.18281 -3.95931 2.91524
O: 4.08820 -3.27146 2.07547
C: 4.13624 -3.85013 0.81838
O: 4.78365 -3.45600 -0.08086
O: 3.27024 -4.88891 0.74224
H: 3.35874 -6.43891 3.62948
H: 3.90197 -6.83101 2.03919
H: 2.30805 -7.24768 2.44457
H: 1.56083 -4.99096 1.94058
H: 3.74124 -4.24002 3.80566
H: 2.32970 -3.32018 3.15336

Values from the calculation:
Gap between HOMO and LUMO, eV: 7.01
DFT total energy, Eh: -6557.16858
HOMO, eV: -5.464
LUMO energy, hartree: 0.057
Net charge: -1


4.
The following is a quantum chemistry calculation of 2 unconnected molecules or ions with the total composition C36H41, from OMol25.

Cartesian coordinates (Å):
C: -3.84326 -0.55092 -2.73665
C: -3.14424 -1.37752 -1.69618
C: -3.05354 -0.93530 -0.37542
C: -2.28358 -1.62658 0.56579
C: -2.36289 -1.15336 1.99206
C: -1.47983 -2.71087 0.13166
C: -0.28088 -3.21043 0.92684
C: -0.64490 -4.24027 2.01668
C: 0.52701 -2.02342 1.53698
C: 0.85630 -0.95129 0.54166
C: 2.21354 -0.76840 0.14280
C: 2.64280 -0.77178 -1.23508
C: 1.66731 -0.84908 -2.37085
C: 3.99811 -0.85898 -1.53574
C: 4.97452 -0.91632 -0.53632
C: 6.40958 -1.18223 -0.86735
C: 4.57326 -0.78789 0.79908
C: 3.23668 -0.70384 1.15523
C: 2.86794 -0.60125 2.60225
C: -1.80403 -3.32771 -1.09230
C: -1.29841 -4.69630 -1.45624
C: -2.58958 -2.62424 -2.00407
H: -4.26030 -1.18207 -3.52980
H: -4.66006 0.02902 -2.29076
H: -3.16248 0.16804 -3.21719
H: -3.59320 -0.02904 -0.07778
H: -2.24698 -1.94974 2.73845
H: -1.61859 -0.36887 2.18258
H: -3.34627 -0.69310 2.16573
H: 0.39825 -3.72689 0.21768
H: -1.24278 -5.05904 1.59790
H: 0.27228 -4.68260 2.43263
H: -1.21925 -3.78247 2.83536
H: -0.03936 -1.61323 2.38641
H: 1.43419 -2.45282 1.98211
H: 0.06983 -0.71505 -0.17124
H: 2.13062 -0.51802 -3.31495
H: 1.32887 -1.88850 -2.52994
H: 0.78846 -0.21979 -2.19799
H: 4.31929 -0.91246 -2.58368
H: 7.03289 -0.98580 0.00981
H: 6.56139 -2.23301 -1.14908
H: 6.75633 -0.56401 -1.70189
H: 5.33303 -0.74858 1.58670
H: 3.61952 -0.02589 3.15415
H: 1.90359 -0.09738 2.72703
H: 2.80987 -1.58845 3.08510
H: -1.81644 -5.03267 -2.35924
H: -0.22174 -4.71684 -1.67521
H: -1.49804 -5.43051 -0.66485
H: -2.78101 -3.07980 -2.97682
C: -0.31255 2.35085 1.05855
C: 0.49462 3.18899 0.08373
C: -0.01127 4.36985 -0.48649
C: -1.43122 4.82206 -0.26665
H: -1.86503 5.21026 -1.20577
C: -2.32735 3.74902 0.30075
C: -1.79446 2.72064 1.10074
C: -2.67373 2.08691 1.99003
C: -4.05683 2.23881 1.85271
C: -4.58300 3.07711 0.85484
C: -3.70835 3.85714 0.09870
C: 0.79906 5.18002 -1.28760
C: 2.09558 4.78177 -1.60248
C: 2.58107 3.55824 -1.10846
C: 1.79367 2.79084 -0.25276
H: -0.09057 1.21875 0.86490
H: 0.09798 2.51673 2.07068
H: -1.41860 5.69430 0.42486
H: -2.25931 1.48944 2.80647
H: -4.71396 1.70262 2.54329
H: -5.66187 3.16485 0.71839
H: -4.08889 4.57109 -0.64251
H: 0.40181 6.13119 -1.66261
H: 2.72778 5.42667 -2.21419
H: 3.57867 3.20712 -1.37156
H: 2.19290 1.86231 0.16641

Values from the calculation:
Gap between HOMO and LUMO, eV: 5.30
DFT total energy, Eh: -1396.12734
HOMO, eV: -10.846
LUMO energy, hartree: -0.204
Net charge: +1


5.
The following is a quantum chemistry calculation of a molecular structure, C27H21N13OSW, from OMol25.

Cartesian coordinates (Å):
W: -0.39658 0.02567 -0.41428
O: -0.50221 -0.21757 3.72895
C: -0.57387 0.04471 2.53307
N: 0.13858 -0.52201 1.53669
C: 1.07295 -1.53023 2.00732
C: 2.08985 -1.91459 0.96260
C: 2.75952 -3.13032 1.00064
C: 3.74160 -3.38162 0.05588
C: 4.02606 -2.41243 -0.89246
C: 3.28831 -1.23991 -0.86828
N: 2.33466 -1.00187 0.02727
C: -1.47360 1.15976 2.06387
C: -2.42288 1.71798 2.89766
C: -3.16227 2.79127 2.43574
C: -2.89777 3.29382 1.16634
C: -1.95301 2.66666 0.38163
N: -1.27544 1.59513 0.81021
H: 0.53452 -2.40950 2.37901
H: 1.61443 -1.13266 2.87373
H: 2.50939 -3.86234 1.75855
H: 4.26869 -4.32758 0.05316
H: 4.77512 -2.56837 -1.65653
H: 3.45031 -0.46452 -1.60871
H: -2.54939 1.28511 3.87955
H: -3.93459 3.23520 3.04989
H: -3.43524 4.14442 0.77209
H: -1.73461 2.99862 -0.62653
N: -3.88055 0.32832 -1.51358
C: -2.90745 0.96358 -2.24564
N: -3.17922 1.79901 -3.22819
N: -1.96685 2.19233 -3.67008
N: -1.03283 1.63069 -2.99958
N: -1.59449 0.81053 -2.05879
C: -3.61977 -0.39886 -0.38138
N: -4.56346 -0.84878 0.41912
N: -3.88740 -1.51006 1.38414
N: -2.62816 -1.46127 1.17909
N: -2.39724 -0.74342 0.03368
H: -4.83483 0.59507 -1.68042
S: 1.78789 2.71241 -1.14144
C: 0.96516 1.43710 -0.83547
C: 2.88893 -2.08183 -4.59482
C: 2.36534 -3.19927 -3.95341
C: 1.36613 -3.07085 -3.00637
C: 0.84548 -1.80960 -2.66148
C: 1.36844 -0.69404 -3.32932
C: 2.37442 -0.83375 -4.27362
N: -0.09123 -1.67581 -1.63258
C: -0.94528 -2.79987 -1.48313
C: -1.00792 -3.51484 -0.29250
C: -1.87954 -4.58572 -0.15094
C: -2.69271 -4.97445 -1.20336
C: -2.63406 -4.26928 -2.40137
C: -1.77492 -3.19354 -2.53785
H: 3.66850 -2.18530 -5.33914
H: 2.75293 -4.18558 -4.18300
H: 0.99266 -3.95088 -2.49898
H: 0.96323 0.28616 -3.12314
H: 2.74847 0.05146 -4.77513
H: -0.38549 -3.20851 0.53762
H: -1.92901 -5.10921 0.79600
H: -3.37755 -5.80508 -1.08869
H: -3.27441 -4.55023 -3.22899
H: -1.73735 -2.63154 -3.46376

Values from the calculation:
Gap between HOMO and LUMO (alpha / beta), eV: 6.15 / 6.02
DFT total energy, Eh: -2293.94328
HOMO (alpha / beta), eV: -3.832 / -4.752
Spin multiplicity: 4
LUMO energy (alpha / beta), hartree: 0.085 / 0.047
Net charge: -1


6.
The following is a quantum chemistry calculation of C2H2ClNS2 in the gas phase, from OMol25.

Cartesian coordinates (Å):
C: -0.20869 0.50273 -0.81112
C: -0.20939 -0.77196 -0.40804
N: -1.40078 1.00821 -3.33951
S: -0.42621 1.49092 -2.30317
S: -0.55096 -2.12471 -1.50611
Cl: 0.13254 -3.64541 -0.43433
H: -0.08369 1.14091 0.04900
H: -0.18407 -1.15971 0.56106

Values from the calculation:
Gap between HOMO and LUMO, eV: 7.96
DFT total energy, Eh: -1388.60336
HOMO, eV: -9.148
Relative energy (zero: lowest compared OMol25 entry of this formula, charge and spin), kcal per mole: 39.4
LUMO energy, hartree: -0.044